#w
# C3H8N2S

A single C3H8N2S molecule (ωB97M-V with the def2-TZVPD basis set, the Open Molecules 2025 dataset).

Positions of all 14 atoms, in Å:
C 0.848 0.706 -1.110
C -1.165 -0.988 -0.987
C -0.067 -0.085 1.008
N 1.711 1.471 -0.316
N -0.163 -0.050 -0.422
S 0.981 0.890 -2.721
H -1.117 -0.854 -2.040
H -1.009 -2.103 -0.586
H -2.049 -0.592 -0.432
H -0.440 -1.049 1.345
H 0.901 0.173 1.469
H -0.774 0.561 1.330
H 1.418 1.723 0.622
H 2.055 2.242 -0.812

The spin multiplicity is 3. The gap between HOMO and LUMO (spin up / spin down) comes out at 5.526 / 6.438 eV. For the LUMO energy (spin up / spin down), the calculation gives 0.86 / -2.20 eV.

***

#x
# C3H8N2S

A single C3H8N2S molecule (ωB97M-V with the def2-TZVPD basis set, the Open Molecules 2025 dataset).

Positions of all 14 atoms, in Å:
C -0.158 0.687 -1.197
C -1.191 0.768 -0.042
C 0.814 -0.406 -0.861
N -1.518 -0.613 0.312
N 0.839 -0.753 1.730
S -0.152 -1.437 0.315
H -0.678 0.432 -2.144
H 0.466 1.486 -1.288
H -0.824 1.294 0.871
H -2.177 1.379 -0.356
H 1.141 -0.958 -1.681
H 1.522 -0.067 -0.136
H 0.335 -0.421 2.607
H 1.581 -1.392 1.872

The spin multiplicity is 3. The gap between HOMO and LUMO (spin up / spin down) comes out at 5.390 / 7.258 eV. For the LUMO energy (spin up / spin down), the calculation gives 1.00 / -1.82 eV.

***

The data favor #w; the next most stable structure lies 41.9 kcal/mol above it.